A molecular structure, C42H55BFMoN8O3S3. Source: the Open Molecules 2025 dataset; level of theory: ωB97M-V/def2-TZVPD.

multiplicity	3
charge	+1
electronic energy	-3684.6773	hartree
F_max	1.4	eV/Å
HOMO-LUMO gap (spin up / spin down)	6.85 / 5.98	eV

Each line ends with the Mulliken charge.
Cartesian coordinates (Å):
Mo 1.289 -0.793 -0.911  -1.2274
C 5.737 1.112 0.512  -1.5567
C 5.545 0.856 2.011  1.2767
C 5.936 -0.563 2.422  -1.5252
C 6.457 1.821 2.773  -2.2360
N 4.116 1.146 2.400  0.4900
C 3.779 2.058 3.381  -0.1026
C 2.443 2.090 3.446  -1.4239
N 1.913 1.206 2.502  0.7459
B 0.332 1.322 2.401  -0.5127
N -0.559 0.171 2.871  0.1562
C -1.195 0.333 4.092  -1.8071
C -1.863 -0.790 4.368  -0.0747
N -1.646 -1.676 3.323  0.7276
C -0.856 -1.066 2.397  -0.6845
S -0.460 -1.687 0.852  0.3701
C -2.392 -2.983 3.341  1.3540
C -1.934 -3.984 2.290  -1.8799
C -2.160 -3.623 4.714  -1.7750
C -3.872 -2.667 3.130  -1.2573
N -0.113 2.086 1.065  1.0635
C 0.695 3.134 0.706  -1.4371
C -0.033 4.016 -0.004  -0.7758
N -1.318 3.531 -0.069  0.6981
C -1.335 2.331 0.570  0.2836
S -2.744 1.323 0.836  -0.1099
C -2.466 4.336 -0.634  1.3981
C -1.927 5.668 -1.153  -2.2860
C -3.122 3.600 -1.794  -0.7098
C -3.471 4.619 0.483  -1.6560
C 2.969 0.609 1.893  0.1726
S 3.054 -0.698 0.787  -0.1283
H 6.797 1.277 0.317  0.4896
H 5.192 2.007 0.205  0.3420
H 5.396 0.278 -0.094  0.2797
H 6.992 -0.714 2.191  0.4587
H 5.357 -1.317 1.900  0.3141
H 5.800 -0.696 3.496  0.3885
H 7.483 1.585 2.498  0.4861
H 6.376 1.702 3.853  0.5021
H 6.269 2.862 2.506  0.4680
H 4.498 2.616 3.946  0.5557
H 1.816 2.697 4.068  0.5640
H 0.125 2.171 3.219  -0.2548
H -1.114 1.245 4.653  0.6610
H -2.467 -1.036 5.219  0.5801
H -0.879 -4.225 2.400  0.2861
H -2.105 -3.639 1.275  0.2886
H -2.512 -4.896 2.448  0.6295
H -1.092 -3.728 4.913  0.3812
H -2.608 -4.616 4.719  0.4770
H -2.612 -3.060 5.528  0.4185
H -4.033 -2.229 2.143  0.0887
H -4.245 -1.968 3.880  0.3702
H -4.456 -3.585 3.202  0.4629
H 1.733 3.173 0.980  0.6787
H 0.277 4.929 -0.469  0.5608
H -1.217 5.534 -1.970  0.4884
H -1.465 6.262 -0.364  0.5051
H -2.772 6.234 -1.540  0.4651
H -2.409 3.420 -2.600  0.3248
H -3.936 4.213 -2.183  0.5933
H -3.548 2.657 -1.466  -0.4247
H -2.963 5.020 1.362  0.3805
H -4.023 3.727 0.771  0.3158
H -4.183 5.367 0.134  0.4932
O 1.858 2.918 -2.489  -0.7379
C 1.921 1.757 -2.144  0.1860
O 1.326 1.242 -1.101  1.2021
C 2.748 0.751 -2.902  -0.0876
C 3.563 1.108 -3.960  -0.8479
C 4.423 0.169 -4.499  -0.5558
C 4.458 -1.096 -3.922  -1.0115
C 3.601 -1.393 -2.884  -0.6898
N 2.720 -0.500 -2.392  1.0456
H 3.508 2.127 -4.318  0.5703
H 5.067 0.415 -5.331  0.4637
H 5.141 -1.855 -4.277  0.4913
H 3.609 -2.367 -2.414  0.6068
O 0.796 -4.499 -0.161  -0.5046
C 1.618 -3.793 -1.035  1.5613
C 1.133 -4.068 -2.439  -0.8056
C -0.265 -3.474 -2.677  -0.9361
C -0.308 -2.133 -3.363  0.3937
C -0.641 -2.094 -4.710  -0.7093
C -0.822 -0.888 -5.365  -0.9475
C -0.728 0.269 -4.616  -1.3214
C -0.372 0.167 -3.286  -0.5157
N -0.090 -0.994 -2.663  1.1717
H 1.073 -4.331 0.746  0.4092
H 2.676 -4.029 -0.889  0.4310
H 1.557 -2.692 -0.822  -0.5322
H 1.089 -5.155 -2.528  0.5243
H 1.840 -3.703 -3.185  0.3454
H -0.790 -3.418 -1.719  -0.1787
H -0.837 -4.154 -3.307  0.7443
H -0.777 -3.030 -5.236  0.5699
H -1.060 -0.860 -6.419  0.4373
H -0.912 1.245 -5.043  0.5847
H -0.304 1.055 -2.676  0.7280
F -7.592 -2.561 -0.908  -0.3406
C -6.452 -1.852 -0.859  0.2826
C -6.489 -0.509 -1.184  -0.9575
C -5.309 0.215 -1.138  -0.0336
C -4.111 -0.392 -0.772  -1.2980
C -2.813 0.361 -0.732  1.7113
C -4.115 -1.747 -0.452  0.0261
C -5.285 -2.490 -0.493  -0.5570
H -7.427 -0.051 -1.466  0.4878
H -5.329 1.267 -1.401  0.3259
H -2.707 1.055 -1.560  0.7226
H -1.977 -0.329 -0.720  -1.6457
H -3.180 -2.224 -0.179  0.4905
H -5.301 -3.545 -0.252  0.5115

***

C7H8N2O2 in the gas phase. Source: the Open Molecules 2025 dataset; level of theory: ωB97M-V/def2-TZVPD.

electronic energy	-531.5121	hartree
F_max	3.8	eV/Å
HOMO-LUMO gap	9.14	eV

Each line ends with the natural charge from an NBO analysis.
Cartesian coordinates (Å):
N 2.060 2.073 0.017  -0.8094
C 1.446 0.828 -0.118  0.3903
C 2.229 -0.268 -0.226  -0.3218
C 1.702 -1.585 -0.236  -0.1287
C 0.317 -1.773 -0.272  -0.3060
C -0.491 -0.664 0.015  0.2592
C -1.907 -0.577 0.569  -0.5576
C -2.851 0.297 -0.150  0.7987
O -3.909 -0.181 -0.303  -0.5717
O -2.575 1.560 -0.432  -0.6853
N 0.016 0.624 -0.167  -0.5475
H 1.438 2.775 0.413  0.3930
H 3.020 2.150 0.381  0.4008
H 3.307 -0.023 -0.387  0.2117
H 2.365 -2.400 -0.592  0.2254
H -0.097 -2.843 -0.165  0.2294
H -1.986 -0.291 1.571  0.2483
H -2.431 -1.525 0.436  0.2503
H -1.654 1.824 -0.355  0.5211

***

A molecular structure, C5H6O. Source: the Open Molecules 2025 dataset; level of theory: ωB97M-V/def2-TZVPD.

electronic energy	-269.0906	hartree
F_max	0.5	eV/Å
HOMO-LUMO gap (spin up / spin down)	8.35 / 8.19	eV

Each line ends with the natural charge from an NBO analysis.
Cartesian coordinates (Å):
C 2.326 -1.302 -0.420  -0.2234
C 1.367 -0.667 -0.063  -0.0109
C 0.244 0.138 0.410  -0.4236
C -1.069 -0.583 0.282  0.1338
O -1.344 -0.008 -0.870  -0.3444
C -0.374 0.958 -0.734  -0.0209
H 3.172 -1.859 -0.760  0.2400
H 0.465 0.636 1.356  0.2709
H -1.583 -1.462 0.640  0.2182
H -1.810 1.166 1.156  -0.0483
H -1.486 1.689 0.658  0.0101
H 0.092 1.294 -1.655  0.1988

***

A molecular structure, C22H66CrO15S. Source: the Open Molecules 2025 dataset; level of theory: ωB97M-V/def2-TZVPD.

multiplicity	5
electronic energy	-3449.1195	hartree
F_max	1.5	eV/Å
HOMO-LUMO gap (spin up / spin down)	7.51 / 8.74	eV

Each line ends with the Mulliken charge.
Cartesian coordinates (Å):
Cr 1.038 1.140 -1.748  -0.6164
S -0.446 0.066 0.176  0.7248
O -1.059 -1.255 0.042  0.4484
O -0.804 0.930 -0.993  0.0798
O -0.816 0.759 1.402  0.1885
O 1.020 -0.064 0.010  -1.0284
C -4.395 0.517 -1.155  -0.6650
C -3.963 1.754 -0.375  0.2145
O -3.023 2.508 -1.119  -0.6205
H -3.586 -0.213 -1.228  -0.1587
H -4.704 0.783 -2.167  0.3202
H -5.215 -0.020 -0.672  0.3393
H -3.523 1.417 0.574  -0.3227
H -4.820 2.367 -0.094  0.4730
H -2.202 1.976 -1.122  -0.0480
C 5.135 0.086 -2.354  -1.5053
C 4.034 0.534 -1.416  0.5128
O 3.133 1.467 -2.067  -0.2387
H 4.676 -0.229 -3.294  0.2796
H 5.726 -0.707 -1.901  0.3852
H 5.829 0.896 -2.598  0.4820
H 4.458 0.959 -0.504  0.3141
H 3.443 -0.323 -1.098  -0.3671
H 3.716 2.075 -2.534  0.2310
C -0.887 -4.754 -3.314  -1.4047
C -0.834 -3.969 -2.020  0.0611
O -0.978 -2.567 -2.240  -0.6412
H -0.927 -5.824 -3.098  0.4155
H -0.056 -4.562 -3.989  0.2603
H -1.858 -4.578 -3.787  0.3559
H 0.160 -4.155 -1.583  0.0514
H -1.530 -4.323 -1.257  0.4812
H -1.168 -2.168 -1.356  0.1626
C -2.434 3.920 2.611  -0.9603
C -0.908 3.962 2.603  -0.3868
O -0.386 3.336 1.438  -0.3873
H -2.868 4.412 1.738  0.2690
H -2.779 4.444 3.504  0.4223
H -2.814 2.898 2.549  0.1109
H -0.452 3.574 3.516  0.3538
H -0.630 5.020 2.568  0.3705
H -0.513 2.360 1.557  -0.2094
C -1.886 1.816 -4.132  -0.7250
C -0.450 1.804 -4.605  -0.4076
O 0.447 2.274 -3.562  -0.2356
H -2.194 2.736 -3.644  0.2948
H -2.055 0.946 -3.495  -0.0489
H -2.547 1.637 -4.986  0.4704
H -0.341 2.483 -5.456  0.3893
H -0.124 0.816 -4.920  0.1070
H 0.408 3.235 -3.607  0.1470
C 2.527 -2.499 -3.272  -1.0748
C 1.756 -1.323 -3.828  -0.4472
O 0.879 -0.782 -2.838  1.0245
H 2.951 -2.274 -2.290  0.0349
H 3.351 -2.805 -3.919  0.4724
H 1.927 -3.394 -3.096  0.1861
H 1.234 -1.591 -4.752  0.4125
H 2.408 -0.508 -4.158  0.3370
H 0.230 -1.511 -2.635  -0.0300
C 2.732 4.536 0.012  -1.0970
C 1.681 4.309 -1.051  -0.4414
O 0.985 3.091 -0.801  0.7599
H 3.325 3.622 0.123  0.1610
H 2.340 4.760 1.004  0.2187
H 3.460 5.327 -0.188  0.4000
H 2.136 4.334 -2.043  0.3265
H 0.941 5.115 -1.025  0.3990
H 0.358 3.275 -0.058  0.2407
C -5.304 -2.583 1.922  -1.4583
C -3.916 -2.055 1.642  0.8918
O -3.416 -2.626 0.438  -0.6139
H -5.334 -3.658 1.763  0.3406
H -6.013 -2.038 1.299  0.2983
H -5.557 -2.345 2.957  0.3944
H -3.207 -2.275 2.450  -0.1011
H -3.928 -0.960 1.549  -0.1121
H -2.516 -2.290 0.311  0.1861
C 3.630 1.578 3.692  -1.5902
C 2.564 1.124 2.727  1.5111
O 3.096 0.191 1.788  -0.6589
H 4.179 0.768 4.171  0.3686
H 3.131 2.107 4.507  0.3897
H 4.339 2.238 3.191  0.3369
H 2.136 1.968 2.171  -0.2672
H 1.720 0.644 3.238  -0.3524
H 2.390 -0.092 1.186  0.0404
C -1.022 -1.639 5.619  -1.6652
C -0.640 -1.210 4.209  0.9153
O -1.100 0.113 4.055  -0.6580
H -2.103 -1.764 5.699  0.3395
H -0.721 -0.879 6.340  0.3666
H -0.553 -2.578 5.920  0.3797
H -1.041 -1.933 3.494  -0.1113
H 0.458 -1.250 4.144  0.0239
H -1.178 0.347 3.114  0.2644
C 1.825 -4.349 2.355  -1.6468
C 1.258 -3.235 1.496  1.1620
O -0.152 -3.340 1.468  -0.6014
H 2.887 -4.159 2.528  0.4013
H 1.717 -5.290 1.817  0.3672
H 1.332 -4.349 3.326  0.3519
H 1.738 -3.244 0.507  -0.0191
H 1.524 -2.265 1.938  -0.2515
H -0.495 -2.555 0.988  0.1563